1.
# C34H87N13O9

A 9-piece molecular cluster, C34H87N13O9 overall at a distorted geometry (ωB97M-V/def2-TZVPD, the Open Molecules 2025 dataset).

Last column: Löwdin charge in e.
Element x y z (Å)
C1 1.4942 -1.8735 8.9311  -0.0420
C2 2.5019 -0.8136 8.4325  -0.5039
C3 1.6506 0.4610 8.3232  -0.1063
C4 2.6607 1.6634 8.2261  -0.1973
C5 3.7699 1.6892 9.1927  -0.1360
C6 4.6098 0.3142 9.1946  -0.4449
N1 3.6638 -0.7863 9.2939  -0.1377
O1 4.1175 -2.0528 9.6183  0.0133
C7 5.6520 0.3443 8.0167  -0.0193
C8 5.3114 0.3108 10.5793  -0.0434
C9 2.8838 -1.2528 7.0054  -0.0335
H1 1.1511 -1.7983 9.9629  0.0841
H2 1.9563 -2.8441 8.7508  0.0742
H3 0.5752 -1.8753 8.3450  0.0831
H4 0.8310 0.3920 7.6080  0.1245
H5 1.0105 0.6279 9.1896  0.0830
H6 2.2974 2.6894 8.2857  0.1056
H7 3.0981 1.6427 7.2280  0.1050
H8 3.3899 2.0208 10.1589  0.1143
H9 4.4586 2.4610 8.8489  0.1196
H10 6.4238 1.1140 8.0173  0.0825
H11 6.1881 -0.5837 7.8175  0.0734
H12 5.0850 0.4021 7.0876  0.0485
H13 4.6192 0.3417 11.4207  0.0779
H14 6.0865 -0.4550 10.6089  0.0853
H15 5.8390 1.2645 10.5868  0.0672
H16 3.2035 -2.2941 7.0461  0.0754
H17 3.5018 -0.6614 6.3298  0.0761
H18 1.9342 -1.5062 6.5340  0.0802
H19 4.6725 -2.3464 8.8921  0.0952
C10 0.2849 3.2066 14.5288  -0.0279
C11 -0.4793 1.8621 14.6664  -0.4598
C12 -1.8225 2.3386 15.2710  -0.1598
C13 -2.9648 1.4446 15.1031  -0.2023
C14 -3.1388 1.0148 13.6156  -0.1083
C15 -1.8122 0.3790 13.0524  -0.4516
N2 -0.6677 1.3393 13.2963  -0.1064
O2 0.5217 0.9171 12.7280  -0.0320
C16 -1.6997 -0.9654 13.6858  -0.0489
C17 -2.2005 0.2979 11.5365  -0.0245
C18 0.2313 0.8586 15.5989  -0.0110
H20 0.5158 3.4925 15.5550  0.0957
H21 -0.2807 3.9641 13.9861  0.0654
H22 1.2803 3.0673 14.1071  0.0653
H23 -1.7007 2.6147 16.3184  0.1351
H24 -2.1716 3.1961 14.6957  0.1089
H25 -3.8977 1.8302 15.5143  0.0992
H26 -2.9514 0.7047 15.9034  0.1024
H27 -3.3904 1.8650 12.9815  0.1041
H28 -3.9748 0.3517 13.3931  0.1192
H29 -1.8155 -0.9355 14.7692  0.0693
H30 -2.4260 -1.7270 13.4020  0.1005
H31 -0.7193 -1.4109 13.5175  0.0778
H32 -1.1894 0.1851 11.1454  0.0581
H33 -2.6913 -0.6433 11.2890  0.0832
H34 -2.6480 1.0968 10.9452  0.0865
H35 0.2442 -0.1429 15.1688  0.0595
H36 -0.1877 0.8786 16.6049  0.0726
H37 1.2530 1.1031 15.8895  0.0759
H38 0.9279 0.3417 13.3803  0.0876
C19 -7.9667 3.4454 14.9738  -0.0495
C20 -8.2114 1.8960 15.1507  -0.3885
C21 -8.8137 1.2121 13.9002  -0.2214
O3 -9.1571 -0.1198 14.1719  -0.2089
C22 -10.2650 -0.4256 15.0329  -0.0721
N3 -6.9518 1.1906 15.5434  0.0395
H39 -7.4152 3.8032 14.1043  0.0469
H40 -7.4048 3.8248 15.8273  0.0714
H41 -8.9710 3.8681 15.0038  0.0746
H42 -8.8955 1.7311 15.9831  0.1190
H43 -8.0485 1.3606 13.1383  0.1238
H44 -9.6788 1.7579 13.5236  0.1179
H45 -11.1058 0.2618 14.9406  0.0886
H46 -9.8509 -0.2083 16.0175  0.0731
H47 -10.4768 -1.4822 14.8689  0.0947
H48 -7.2875 0.2513 15.7020  0.0573
H49 -6.1103 1.1773 14.9851  0.0494
C23 0.0208 -3.5612 18.5049  -0.0428
C24 -0.5689 -2.1317 18.7850  -0.4010
C25 0.6145 -1.3402 19.3815  -0.2025
O4 1.2335 -1.9150 20.5471  -0.1807
C26 0.6150 -1.6342 21.7710  -0.1249
N4 -0.9960 -1.5612 17.5279  0.0417
H50 0.9303 -3.4447 17.9155  0.0692
H51 -0.7550 -4.1066 17.9675  0.0723
H52 0.5947 -4.0155 19.3126  0.0764
H53 -1.3696 -2.2035 19.5211  0.1309
H54 0.2772 -0.3049 19.4324  0.1138
H55 1.4118 -1.2624 18.6424  0.1211
H56 0.9423 -2.3661 22.5094  0.0867
H57 -0.4678 -1.6209 21.8952  0.0837
H58 1.0076 -0.6501 22.0268  0.0855
H59 -1.5853 -0.7421 17.5721  0.0736
H60 -1.5578 -2.2712 17.0804  0.0348
C27 -3.8881 5.9728 13.4308  -0.0602
C28 -5.1089 6.5226 12.6908  -0.4169
C29 -5.3879 5.7349 11.3824  -0.1848
O5 -4.2708 5.8121 10.4978  -0.1801
C30 -4.2921 7.0533 9.8189  -0.1167
N5 -6.1515 6.5311 13.7186  0.0350
H61 -3.1266 5.7090 12.6969  0.0449
H62 -4.2866 5.0446 13.8403  0.0722
H63 -3.5375 6.6638 14.1974  0.0845
H64 -4.8593 7.5288 12.3541  0.1233
H65 -6.3302 5.9933 10.8993  0.1221
H66 -5.4175 4.6764 11.6407  0.1210
H67 -3.7470 6.9653 8.8791  0.0898
H68 -3.8275 7.9218 10.2857  0.0832
H69 -5.3106 7.3351 9.5514  0.0868
H70 -5.8906 6.8883 14.6266  0.0714
H71 -6.4502 5.5789 13.8741  0.0266
C31 -1.0535 -3.8917 15.0218  -0.8707
O6 -1.9644 -3.5975 15.7099  0.0553
N6 -0.9573 -4.7507 14.0297  0.1845
N7 0.0427 -3.3303 15.2264  0.1781
H72 -1.8708 -5.0012 13.6791  0.1175
H73 -0.1379 -4.7616 13.4393  0.1138
H74 0.9285 -3.3856 14.7444  0.1360
H75 -0.0979 -2.5729 15.8797  0.0743
C32 -0.3615 3.9295 10.5250  -0.7421
O7 -0.3111 4.7171 9.5843  0.0077
N8 -1.2319 4.0488 11.5026  0.1835
N9 0.2903 2.7583 10.5394  0.1945
H76 -1.1583 3.4440 12.3081  0.0629
H77 -1.6873 4.9501 11.4804  0.0897
H78 0.7230 2.4592 9.6772  0.0642
H79 0.2949 2.0587 11.2679  0.0542
C33 3.4362 5.5090 12.3514  -0.7881
O8 3.9956 4.7386 13.0904  0.0385
N10 3.9826 6.3635 11.5482  0.1804
N11 2.1575 5.7140 12.4123  0.1854
H80 3.4168 7.0416 11.0579  0.1231
H81 4.9727 6.1642 11.5548  0.1308
H82 1.5236 4.9555 12.6194  0.0909
H83 1.8435 6.4620 11.8107  0.1096
C34 5.2790 1.2253 13.9325  -0.7719
O9 5.8727 0.1719 14.1588  0.0093
N12 5.7457 2.2386 13.2010  0.1615
N13 4.0924 1.5175 14.3906  0.1694
H84 5.1565 3.0556 13.1287  0.0568
H85 6.7488 2.1312 13.1517  0.1211
H86 3.5983 0.8388 14.9521  0.1046
H87 3.5992 2.2940 13.9736  0.0814

Forces on the atoms, in the same order (eV/Å):
C 0.3 -0.8 -0.4
C -1.4 -0.9 -1.1
C 1.4 2.0 1.6
C -1.3 0.2 -2.0
C 1.4 -1.8 0.0
C 0.3 1.0 2.3
N -1.7 1.9 0.1
O 0.5 0.1 0.1
C -1.1 -0.9 -0.5
C 1.0 1.0 -1.4
C -1.3 -1.5 -0.3
H 0.6 0.3 0.1
H -0.2 -0.2 0.4
H 0.1 0.3 -0.3
H 0.8 0.0 -0.9
H 0.5 -0.4 0.8
H -1.1 -0.1 -0.2
H 0.0 -0.2 -0.3
H 0.3 -0.6 0.4
H 0.2 0.1 0.2
H -0.4 0.2 0.5
H 0.1 -0.4 0.7
H 0.0 0.6 -0.1
H 0.1 -0.5 -0.2
H -0.3 -0.2 0.5
H 0.3 0.1 0.3
H 1.1 0.0 0.2
H -0.1 0.1 0.4
H -0.2 0.7 -0.6
H 0.3 -0.3 -0.4
C 1.0 -1.1 0.8
C 0.1 1.1 -0.1
C 0.0 0.7 -0.9
C -2.2 -1.9 0.3
C 1.2 0.3 1.2
C -3.2 1.7 -0.5
N -2.8 0.3 -0.1
O 0.3 -0.3 0.1
C 1.0 -1.2 0.7
C 2.8 -1.2 -0.2
C 0.4 0.4 0.3
H -0.3 0.6 0.0
H 0.1 -0.1 0.3
H 0.0 0.0 -0.4
H 0.3 0.2 -0.1
H 0.6 0.7 0.1
H -0.2 1.2 -0.5
H 0.7 -1.4 -0.7
H 0.3 0.6 0.3
H 0.2 -0.5 0.5
H 0.1 0.3 0.1
H -0.2 0.3 -0.5
H 0.1 -0.1 -0.2
H 0.0 -0.2 -1.0
H -0.2 0.1 0.3
H -0.1 0.4 0.9
H -0.2 -0.1 0.5
H -0.6 -0.5 -0.3
H 0.4 0.3 -0.7
H 0.5 -0.5 0.1
C -0.7 -1.2 0.8
C 2.0 0.7 -1.1
C -0.4 1.4 1.1
O 0.3 -0.8 -1.3
C 1.7 1.2 0.2
N -1.5 0.0 1.1
H -0.2 -0.6 -0.4
H -0.1 -0.1 0.2
H 0.2 0.5 -0.2
H 0.1 0.3 0.1
H 0.0 -1.0 -0.3
H -0.4 0.2 0.1
H -0.3 -0.2 -0.6
H -0.5 -0.7 0.6
H -0.2 0.3 0.2
H 0.7 -0.4 0.0
H -0.5 0.3 -0.6
C 0.2 1.3 -0.3
C 2.1 -1.3 1.1
C -0.1 0.2 -0.4
O -1.3 -0.1 -1.5
C 0.7 0.7 0.9
N 0.2 -0.2 -0.4
H -0.4 0.4 -1.1
H 0.5 -0.7 0.3
H -1.4 -0.3 0.8
H -0.2 0.0 0.2
H 0.0 0.4 1.1
H 0.0 -0.4 -0.2
H 0.3 0.0 -0.1
H -0.3 -0.1 -0.9
H -0.3 0.2 0.7
H 0.0 0.2 0.5
H -0.3 -0.1 -0.4
C -0.1 -0.6 -1.4
C 1.0 0.5 0.8
C 0.6 -0.9 1.3
O -0.7 1.0 0.3
C 0.2 0.3 -1.3
N -1.6 0.0 -1.3
H 0.4 0.2 0.3
H 0.5 -0.2 0.5
H 0.1 -0.2 -0.1
H -0.4 0.3 0.2
H 0.0 0.3 0.0
H -0.3 -0.2 0.1
H 0.1 -0.4 0.0
H 0.0 -0.2 0.8
H -0.2 0.0 0.1
H 0.5 0.2 -0.3
H -0.1 -0.1 0.1
C 0.3 -1.7 -1.9
O -5.3 0.1 2.0
N -2.1 -2.7 -2.3
N 6.9 4.7 2.2
H 0.4 -0.5 -0.5
H -0.6 0.0 0.0
H -0.5 -0.2 0.0
H 1.0 0.3 0.3
C 0.0 -0.8 -2.3
O 0.5 0.4 0.1
N -1.3 1.3 1.9
N 1.7 -1.3 -0.8
H -0.4 0.1 0.0
H -0.2 -0.3 0.5
H 0.0 0.4 0.2
H -0.3 0.4 0.1
C -0.9 -0.4 1.7
O 1.8 -2.2 0.7
N 3.2 1.0 -1.6
N -4.7 0.4 0.1
H 1.1 -0.2 -0.3
H 0.2 1.3 -0.9
H 0.1 0.3 0.1
H -0.9 -0.6 0.2
C 1.6 -1.5 -0.1
O 0.1 0.4 0.0
N 1.5 -0.2 -0.7
N -3.8 0.0 1.6
H 0.9 0.6 -0.1
H -0.1 1.0 -0.7
H 0.1 0.2 -0.3
H -0.2 -0.1 0.4

Calculated values
SMILES string ... CC1(C)CCCC(C)(C)N1O.CC1(C)CCCC(C)(C)N1O.COC[C@H](C)N.COC[C@H](C)N.COC[C@H](C)N.NC(N)=O.NC(N)=O.NC(N)=O.NC(N)=O
Charge ... 0
LUMO ... 0.011 Eh
Maximum force ... 8.60 eV/A
Spin multiplicity ... 1

2.
# C28H46InO48S11

C28H46InO48S11 as an isolated structure at a distorted geometry (ωB97M-V/def2-TZVPD, the Open Molecules 2025 dataset).

Last column: Löwdin charge in e.
Element x y z (Å)
In1 2.3095 3.4753 2.6501  1.1725
C1 1.7609 0.2225 -1.1677  0.1529
C2 1.7054 1.0609 -0.0823  -0.2823
C3 0.3125 1.1870 0.6528  -0.2461
O1 0.2085 1.9360 1.6420  0.0188
C4 -0.8397 0.6093 0.0048  0.1848
C5 -0.7359 -0.0210 -1.2066  -0.2957
C6 0.6429 -0.3071 -1.7537  -0.2514
O2 0.9405 -1.1258 -2.7053  0.0967
O3 -1.7871 -0.5171 -1.6925  0.1204
O4 2.5903 1.7556 0.4056  0.0362
H1 2.7122 -0.1210 -1.5462  0.1367
H2 -1.7338 0.8731 0.5503  0.1537
C7 1.3195 -1.9165 2.2829  -0.1926
C8 2.8540 -1.9550 2.4119  -0.1652
O5 3.2351 -0.8166 3.1514  -0.1681
S1 2.0986 -0.4439 4.2303  0.6976
O6 2.0552 0.9878 4.3913  -0.3137
O7 2.1260 -1.1382 5.4920  -0.1989
O8 0.8603 -1.1095 3.3097  -0.1800
H3 0.8300 -2.8841 2.1721  0.1307
H4 1.1222 -1.3481 1.3741  0.1029
H5 3.2009 -2.0152 1.3803  0.1070
H6 3.1124 -2.9106 2.8683  0.1460
C9 -2.0096 4.7364 -2.4263  -0.1810
C10 -1.7258 3.2583 -2.2978  -0.1901
O9 -0.3360 3.1683 -2.4215  -0.2266
S2 0.4600 4.5036 -1.7827  0.8157
O10 1.5856 5.0209 -2.6387  -0.2368
O11 0.7599 4.1892 -0.3678  -0.3014
O12 -0.9448 5.3738 -1.8042  -0.1728
H7 -2.9253 5.0492 -1.9246  0.1378
H8 -2.0821 5.0416 -3.4702  0.1382
H9 -2.2646 2.8040 -3.1292  0.1136
H10 -1.9958 2.8074 -1.3428  0.1203
C11 -1.7676 1.7478 7.5154  -0.1692
C12 -1.2039 0.4537 6.9451  -0.2103
O13 -0.5322 0.7079 5.7806  -0.2115
S3 -1.2553 1.9642 4.9550  0.7780
O14 -2.2790 1.3894 4.0797  -0.2353
O15 -0.2447 2.8597 4.3652  -0.3236
O16 -1.8154 2.6329 6.4170  -0.1884
H11 -1.1144 2.1546 8.2874  0.1278
H12 -2.6005 1.7363 8.2185  0.1402
H13 -2.0186 -0.1701 6.5772  0.1204
H14 -0.6758 -0.2079 7.6318  0.1536
C13 -3.2589 0.2074 -4.9238  -0.2024
C14 -1.7931 -0.1090 -5.1297  -0.2094
O17 -1.2770 0.8800 -5.9566  -0.1969
S4 -2.4311 1.9668 -6.4632  0.7826
O18 -2.3961 2.1586 -7.9189  -0.2113
O19 -2.4107 3.0894 -5.5339  -0.2542
O20 -3.7064 0.9326 -6.0617  -0.1695
H15 -3.4330 0.5724 -3.9116  0.1118
H16 -3.8705 -0.6801 -5.0863  0.1385
H17 -1.7061 -1.0918 -5.5931  0.1383
H18 -1.2060 -0.2699 -4.2255  0.0997
C15 3.0023 1.2042 -4.3102  -0.2062
C16 1.7200 2.0370 -4.6954  -0.1506
O21 1.9592 2.3985 -6.0368  -0.1759
S5 2.8980 1.2809 -6.7729  0.6977
O22 4.0467 1.9322 -7.4079  -0.2289
O23 2.0962 0.5709 -7.6996  -0.2085
O24 3.1902 0.4187 -5.4020  -0.1797
H19 2.9474 0.7138 -3.3383  0.0966
H20 3.8829 1.8465 -4.3005  0.1395
H21 1.5745 2.9279 -4.0844  0.1047
H22 0.8844 1.3406 -4.7649  0.1098
C17 -4.8130 -1.7120 -1.2618  -0.1835
C18 -4.7972 -0.2701 -0.6747  -0.1340
O25 -5.6694 -0.3270 0.5004  -0.2301
S6 -6.5680 -1.7409 0.5956  0.7570
O26 -7.8879 -1.4490 -0.0118  -0.2521
O27 -6.4985 -2.3398 1.9413  -0.2475
O28 -5.6094 -2.5641 -0.4496  -0.1918
H23 -3.9155 -2.2981 -1.4597  0.1195
H24 -5.1105 -1.6861 -2.3101  0.1208
H25 -5.2678 0.3660 -1.4245  0.1257
H26 -3.8175 0.0879 -0.3584  0.0867
C19 -3.1723 6.5233 3.7625  -0.1675
C20 -3.1159 5.1124 4.3005  -0.1977
O29 -3.1121 4.2211 3.2035  -0.1832
S7 -2.3472 4.9564 1.9308  0.7312
O30 -3.0747 4.8543 0.7007  -0.2252
O31 -0.9484 4.5068 1.8927  -0.2950
O32 -2.5553 6.5035 2.4876  -0.1713
H27 -2.7197 7.2937 4.3867  0.1394
H28 -4.1733 6.9374 3.6417  0.1352
H29 -3.9600 4.9435 4.9691  0.1413
H30 -2.3572 4.8852 5.0495  0.1161
C21 0.1859 -4.3768 -2.1778  -0.1606
C22 -0.3183 -3.9384 -0.7350  -0.1877
O33 -1.2676 -4.9144 -0.4307  -0.2268
S8 -1.1340 -6.3556 -1.3194  0.8099
O34 -2.4761 -6.9559 -1.4975  -0.2298
O35 -0.0397 -7.2380 -0.8365  -0.2467
O36 -0.5984 -5.4693 -2.6106  -0.1933
H31 1.2582 -4.5553 -2.0977  0.1086
H32 -0.0347 -3.5475 -2.8499  0.1129
H33 -0.6607 -2.9056 -0.8003  0.1000
H34 0.4357 -3.9823 0.0508  0.1009
C23 -3.0049 -2.0040 3.6181  -0.1458
C24 -2.4107 -1.8636 2.2072  -0.1502
O37 -1.6225 -3.0280 1.9258  -0.2449
S9 -2.3112 -4.3215 2.7287  0.7373
O38 -1.3642 -5.3129 3.1845  -0.2111
O39 -3.4040 -4.7689 1.8383  -0.2349
O40 -2.8381 -3.3723 3.9585  -0.1827
H35 -4.0324 -1.6522 3.7105  0.1365
H36 -2.4773 -1.4582 4.4002  0.1102
H37 -1.7507 -1.0055 2.0794  0.1081
H38 -3.2382 -1.8815 1.4980  0.1177
C25 7.7194 -0.3944 1.8653  -0.1332
C26 6.5072 -1.2507 1.7015  -0.1803
O41 5.5054 -0.3808 1.2543  -0.2486
S10 5.9341 1.1884 0.9399  0.7577
O42 5.0548 2.2543 1.5028  -0.3299
O43 6.3742 1.3074 -0.4450  -0.2365
O44 7.2286 0.9772 1.9523  -0.2026
H39 8.2865 -0.4051 0.9345  0.1310
H40 8.3717 -0.5911 2.7161  0.1466
H41 6.2009 -1.5923 2.6903  0.1374
H42 6.5031 -2.0539 0.9647  0.1280
C27 4.6135 -3.8066 -2.7936  -0.1678
C28 3.9128 -2.5575 -2.2580  -0.1611
O45 3.3891 -2.9369 -0.9786  -0.2514
S11 4.0367 -4.3605 -0.4350  0.7832
O46 2.9339 -5.1653 0.2392  -0.2530
O47 5.4278 -4.3754 0.0834  -0.2466
O48 4.2277 -4.9058 -1.9884  -0.2035
H43 5.6966 -3.7783 -2.6750  0.1305
H44 4.3745 -4.1334 -3.8056  0.1465
H45 3.0990 -2.2693 -2.9234  0.1134
H46 4.5699 -1.6929 -2.1643  0.1314

Forces on the atoms, in the same order (eV/Å):
In -0.2 -0.2 -0.1
C 1.5 0.0 0.2
C -0.6 2.9 3.4
C 0.7 1.8 1.2
O 0.4 -2.2 -2.0
C 1.3 2.0 2.8
C -2.6 -2.7 -2.7
C 0.1 -3.6 -3.9
O -2.3 2.2 2.3
O 2.2 0.8 0.1
O -0.3 -0.8 -0.7
H 0.1 0.0 0.1
H -0.6 -0.3 -0.5
C 1.0 0.7 -1.5
C -1.2 -2.2 -0.7
O -0.2 0.4 0.6
S -1.0 -0.5 1.4
O -0.1 -0.9 -1.6
O 0.4 -0.1 -1.9
O 0.1 1.6 2.5
H 0.1 0.0 0.6
H -0.3 -0.1 -0.4
H 0.8 0.8 0.3
H 0.5 0.3 0.5
C -1.2 -0.2 -0.3
C -1.2 0.4 0.0
O 2.8 0.3 -0.4
S 0.5 0.3 0.6
O -4.2 -1.9 2.4
O -0.4 0.6 -3.1
O 3.3 0.8 0.8
H 0.1 -0.1 0.2
H 0.2 -0.1 -0.1
H 0.5 -0.5 0.0
H -0.4 0.2 0.2
C 1.8 -0.1 1.5
C -3.0 -1.9 1.0
O 1.6 2.5 -2.7
S 1.1 -0.5 0.6
O 1.6 1.3 1.9
O -2.5 -1.9 1.7
O -0.4 0.4 -2.7
H 1.2 0.4 -0.6
H -1.3 -0.6 -1.4
H -0.7 -0.2 0.6
H 0.6 0.6 -0.1
C -0.9 -1.8 0.0
C -0.2 -1.8 0.2
O -0.1 2.1 -1.4
S -0.5 -0.4 -1.2
O 0.0 -0.6 3.9
O 0.0 -1.6 -1.3
O 2.1 2.5 -0.2
H -0.4 0.9 -0.3
H 0.2 -0.3 0.7
H 0.0 0.1 -0.7
H -0.1 0.8 0.3
C -0.5 3.3 1.0
C 0.9 -1.1 0.7
O 1.4 -0.2 -0.8
S 0.8 2.2 -2.4
O -1.6 -1.2 2.7
O -0.4 -1.0 0.9
O 0.1 -1.9 -2.9
H -0.2 -0.6 -0.6
H -0.1 0.6 0.7
H -0.1 -0.2 -0.2
H -0.4 0.2 0.8
C 0.6 -0.5 -1.1
C -1.0 -1.2 0.5
O 0.0 -1.2 0.0
S -1.7 0.5 -0.1
O 3.4 -0.9 1.5
O 0.3 1.6 -3.4
O -1.1 0.7 1.2
H 0.8 0.5 1.1
H -1.3 0.2 0.1
H 0.2 0.3 0.3
H -0.2 -0.1 0.0
C -0.4 1.0 0.4
C -0.7 0.2 2.1
O 0.6 0.7 -1.7
S 1.4 0.1 0.4
O 0.1 -0.3 1.0
O -2.7 1.3 0.6
O 1.1 -1.9 -1.1
H 0.7 -0.4 0.1
H -0.3 -0.6 -0.3
H -0.7 -0.2 -0.7
H 1.1 0.2 -0.8
C 0.1 1.4 1.1
C 1.2 -1.1 -1.2
O -1.5 -1.8 0.4
S 0.1 -1.2 0.9
O 3.7 2.3 0.1
O -2.7 2.8 -1.1
O -0.4 -1.4 0.6
H -0.1 -0.5 -0.5
H 0.2 -0.3 -0.2
H -0.9 -0.3 0.2
H 0.4 0.0 -0.3
C 0.6 0.5 0.5
C -0.5 -0.3 -0.3
O 0.2 -1.0 1.2
S -2.1 -0.8 -2.2
O -1.0 2.2 -0.3
O 2.3 1.3 2.6
O 0.2 -1.8 -0.6
H -0.2 -0.5 -0.5
H 0.4 0.1 -0.3
H -0.1 0.1 0.1
H 0.0 0.4 -0.2
C 1.1 1.2 -1.6
C -0.5 -0.4 1.0
O -2.8 2.6 -1.5
S 1.5 0.4 1.3
O 2.2 -3.5 -1.2
O -1.1 -0.3 2.2
O -1.0 0.8 -0.4
H 0.4 -0.2 0.2
H -0.4 0.1 0.0
H -0.2 -0.4 -0.1
H 0.7 -0.1 0.3
C 1.3 -0.8 -0.3
C 0.1 -0.1 -0.7
O 0.4 -0.4 1.5
S -0.5 -4.1 -0.4
O 3.9 3.5 -2.1
O -3.6 1.3 -0.5
O -1.4 0.0 2.2
H 0.1 0.6 -0.3
H -0.1 0.6 0.0
H -0.3 -0.1 0.4
H 0.3 -0.2 0.2

Calculated values
Charge ... +1
LUMO ... -0.320 Eh
Maximum force ... 5.65 eV/A
Spin multiplicity ... 1

Number 1: highest occupied orbital energy -0.295 Eh, orbital gap 8.326 eV. Number 2: highest occupied orbital energy -0.475 Eh, orbital gap 4.220 eV.